Record 1
Entry from the OMol25 dataset: a structure of composition C25H71Be2N5O12 at a distorted geometry (ωB97M-V/def2-TZVPD).

Geometry as XYZ:
```
115
Properties=species:S:1:pos:R:3:lowdin_charge:R:1
Be 3.1922 -1.5294 -0.6190 0.8469
Be -0.4320 0.0875 2.5648 0.8966
C 0.6595 -0.2586 0.0395 -0.8501
O 1.0891 -0.5505 -1.1292 -0.0425
O 1.3786 -0.5349 1.0952 -0.0917
O -0.4579 0.3250 0.2316 -0.0725
C -3.6540 4.5643 0.2199 -0.0387
C -4.3055 3.2112 -0.0770 -0.3795
C -4.6597 2.9382 -1.5191 -0.2203
O -5.4793 3.9925 -1.9595 -0.1839
C -5.8076 3.9264 -3.3366 -0.0848
N -3.3081 2.2051 0.3867 0.0318
H -3.1086 4.5305 1.1611 0.0541
H -4.4069 5.3460 0.3036 0.0862
H -2.9748 4.7925 -0.6060 0.0896
H -5.1298 3.1370 0.6363 0.1431
H -5.1739 1.9741 -1.6335 0.1271
H -3.7351 2.8640 -2.1116 0.1276
H -6.3532 4.8261 -3.6035 0.0933
H -6.3759 3.0133 -3.5369 0.0903
H -4.8629 3.9087 -3.8944 0.0877
H -2.4585 2.3609 -0.1602 0.0497
H -3.5784 1.2663 0.0763 0.0553
C 3.2271 -5.2354 0.5897 -0.0286
C 2.3625 -4.1813 1.2519 -0.3834
C 3.0826 -3.2132 2.1854 -0.2082
O 4.0950 -2.5948 1.4434 -0.2223
C 5.1674 -2.1436 2.2566 -0.0720
N 1.7442 -3.3478 0.2123 0.1118
H 4.1295 -4.8426 0.1153 0.0815
H 2.7459 -5.8828 -0.1414 0.0871
H 3.6495 -5.9055 1.3449 0.0939
H 1.6167 -4.6236 1.9221 0.1268
H 3.4933 -3.6964 3.0783 0.1431
H 2.3388 -2.5301 2.6172 0.1062
H 5.8983 -1.6161 1.6486 0.0838
H 5.6846 -2.9617 2.7628 0.1067
H 4.7987 -1.4728 3.0391 0.1021
H 1.0948 -3.9403 -0.3124 0.0731
H 1.0818 -2.7780 0.7429 0.0356
C 4.3930 2.5480 -0.6027 -0.0254
C 3.8750 1.1416 -0.8874 -0.4437
C 4.3104 0.6469 -2.2240 -0.1278
O 3.7502 -0.6800 -2.2865 -0.2164
C 3.8926 -1.2930 -3.5723 -0.0187
N 4.3928 0.2654 0.1619 0.0996
H 3.9478 3.3208 -1.2364 0.0957
H 5.4605 2.6184 -0.8289 0.0977
H 4.1811 2.8824 0.4133 0.0795
H 2.7853 1.1353 -0.8124 0.1103
H 5.3992 0.7480 -2.3075 0.1532
H 3.8819 1.2416 -3.0352 0.1553
H 3.7010 -2.3632 -3.5556 0.1074
H 4.8765 -1.1027 -4.0000 0.1101
H 3.1306 -0.8974 -4.2486 0.0979
H 4.1615 0.6704 1.0669 0.1012
H 5.4055 0.4074 0.1829 0.1183
C -0.9634 3.1418 4.7449 -0.0413
C -1.5754 3.0239 3.3512 -0.4030
C -0.5001 3.2713 2.2970 -0.1908
O 0.4889 2.2654 2.3235 -0.2025
C 1.5752 2.5319 1.4411 -0.0644
N -2.1216 1.6887 3.0905 0.0485
H -0.5813 4.1403 4.9451 0.0933
H -0.0567 2.5235 4.7818 0.0740
H -1.6027 2.7214 5.5201 0.0854
H -2.3770 3.7659 3.3106 0.1455
H -0.0454 4.2414 2.5275 0.1436
H -0.9848 3.4459 1.3313 0.1142
H 2.1813 1.6408 1.3288 0.0580
H 2.1575 3.3625 1.8517 0.1084
H 1.1910 2.9092 0.4893 0.0945
H -2.9692 1.5929 3.6462 0.1084
H -2.5029 1.7558 2.1241 0.0427
C -3.6693 -2.7308 1.1314 -0.0151
C -2.4927 -2.3334 2.0455 -0.3619
C -1.1635 -2.7930 1.4991 -0.2101
O -0.2447 -2.4863 2.4987 -0.2496
C -0.0886 -3.3972 3.5797 -0.0498
N -2.3745 -0.8560 2.1142 0.0742
H -3.6509 -2.2098 0.1750 0.0632
H -4.5784 -2.4437 1.6604 0.0918
H -3.6668 -3.7982 0.9070 0.0922
H -2.6721 -2.7603 3.0328 0.1433
H -0.9576 -2.2651 0.5657 0.1211
H -1.2099 -3.8630 1.2677 0.1496
H 0.0005 -4.4087 3.1680 0.0969
H -0.9315 -3.4093 4.2703 0.1003
H 0.8645 -3.2038 4.0664 0.0957
H -3.2798 -0.5429 2.4655 0.1108
H -2.4383 -0.5698 1.1327 0.0477
C 0.1369 0.1882 -4.4718 -0.1426
O 0.3143 -1.0277 -3.7678 -0.1520
H -0.3676 0.0294 -5.4197 0.0917
H -0.4649 0.8719 -3.8629 0.0568
H 1.0896 0.7100 -4.6135 0.0703
H 0.4670 -0.8654 -2.8234 0.0163
C -0.6197 -3.6375 -2.4955 -0.1312
O 0.4616 -4.5331 -2.1823 -0.1409
H -0.4730 -2.7351 -1.8986 0.0492
H -0.5664 -3.3807 -3.5496 0.0846
H -1.5780 -4.0441 -2.1630 0.0841
H 0.3437 -5.3107 -2.7368 0.0907
C 0.4425 3.0369 -2.3932 -0.1132
O -0.5843 2.5994 -1.4792 -0.1528
H 1.1697 2.2186 -2.4434 0.0605
H 0.0036 3.2630 -3.3591 0.0882
H 0.9876 3.8281 -1.8769 0.0777
H -0.4731 1.6537 -1.3173 0.0243
C -3.0338 -0.7157 -2.2010 -0.0751
O -2.8227 -0.3377 -0.8368 -0.2030
H -2.2054 -0.3340 -2.8035 0.0717
H -2.9407 -1.8021 -2.2551 0.0732
H -3.9534 -0.2875 -2.5884 0.0882
H -1.9065 -0.0590 -0.6587 0.0220
```

Results
* Kohn-Sham gap: 7.11 eV
* total charge: +2
* HOMO level: -13.12 eV
* molar mass: 651.89 g/mol
* LUMO energy: -0.2208 Ha
* strongest force on any atom: 0.073 Eh/bohr

=====

Record 2
Entry from the OMol25 dataset: an isolated molecule of C22H15Br2FO4S2 at a distorted geometry (ωB97M-V/def2-TZVPD).

Geometry as XYZ:
```
46
Properties=species:S:1:pos:R:3:lowdin_charge:R:1
Br 4.4023 -0.3394 5.8938 0.6886
C 2.6407 -0.1598 5.1052 -0.6372
C 1.7981 0.8773 5.5498 -0.0993
C 0.5395 0.9935 4.9648 -0.0444
C 0.0076 -0.0053 4.0949 -0.1620
C -1.4766 -0.0005 3.7446 -0.2065
C -1.8450 -0.7822 2.5831 -0.0550
C -3.0294 -0.6886 1.9594 -0.0417
C -3.3531 -1.2971 0.7003 -0.1979
C -4.5613 -0.9469 0.0113 -0.0151
C -4.9265 -1.5607 -1.2003 -0.1123
C -4.1053 -2.5956 -1.7463 -0.6810
Br -4.6173 -3.4664 -3.3619 0.7126
C -2.8771 -2.8993 -1.1331 -0.1149
C -2.5099 -2.2420 0.0621 -0.0134
C 0.9128 -0.9820 3.6150 -0.0057
C 2.2517 -1.0259 4.0757 -0.1018
H 2.1149 1.5533 6.3284 0.1056
H -0.0525 1.8744 5.2246 0.1072
H -1.9254 1.0271 3.8902 0.1737
H -1.1390 -1.4230 2.1088 0.0851
H -3.7976 -0.1092 2.4273 0.0832
H -5.2261 -0.1758 0.4518 0.1238
H -5.8585 -1.2829 -1.7272 0.1050
H -2.2258 -3.6603 -1.5721 0.1023
H -1.5528 -2.5077 0.5034 0.1046
H 0.5929 -1.7741 2.9478 0.1048
H 2.9654 -1.7280 3.6610 0.1000
F -1.7895 -2.0037 5.1105 0.0164
C -2.2407 -0.6764 4.9551 -0.4010
S -1.9513 0.1270 6.6361 0.7660
O -0.9799 -0.6637 7.3590 -0.2731
O -1.8388 1.5768 6.5565 -0.2866
C -3.5180 -0.1860 7.5377 -0.2208
C -4.5635 -0.5980 6.7174 -0.2170
C -5.8876 -0.3834 7.1628 -0.0333
C -6.1894 0.1431 8.4189 -0.0621
C -5.1668 0.5603 9.2311 -0.0590
C -3.8463 0.4401 8.7735 -0.0255
S -4.1064 -0.7532 4.9323 0.7562
O -4.6988 0.3879 4.2665 -0.2797
O -4.5041 -2.0998 4.6223 -0.2671
H -6.7051 -0.6339 6.4783 0.1265
H -7.2106 0.2126 8.7513 0.1119
H -5.3640 0.9532 10.2193 0.1138
H -3.0290 0.8186 9.4005 0.1261
```

Results
* Kohn-Sham gap: 8.40 eV
* total charge: 0
* SMILES: O=S1(=O)c2ccccc2S(=O)(=O)C1(F)[C@H](/C=C/c1ccc(Br)cc1)c1ccc(Br)cc1
* HOMO level: -8.58 eV
* molar mass: 586.30 g/mol
* LUMO energy: -0.0068 Ha
* strongest force on any atom: 0.068 Eh/bohr

=====

Record 3
Entry from the OMol25 dataset: the ion C8H12NO with charge +1 at a distorted geometry (ωB97M-V/def2-TZVPD).

Geometry as XYZ:
```
22
Properties=species:S:1:pos:R:3:lowdin_charge:R:1
C 0.9171 -0.3622 -0.1250 -0.1556
C 2.2225 -0.3986 -0.4000 -0.0107
C -0.2186 -1.2945 -0.2025 -0.0571
C -0.9202 0.4763 1.3253 0.1261
C -1.4605 -0.4306 0.1510 -0.2523
C -1.1776 1.0219 -0.2049 -0.2217
C 3.1688 0.7026 0.0958 -0.0339
C -2.6784 -1.1869 -0.2483 0.0233
N 0.2066 0.8403 0.4262 0.1131
O -1.7249 2.1693 -0.4744 0.1669
H 2.5464 -1.2218 -0.8469 0.0788
H -0.2274 -1.6874 -1.1362 0.0997
H -0.0079 -2.1779 0.4562 0.1709
H -1.3136 0.8061 2.2286 0.1403
H 3.8690 1.0110 -0.7619 0.1189
H 3.9348 0.1699 0.6853 0.0981
H 2.7310 1.4807 0.5367 0.0094
H -3.5328 -0.6441 -0.1327 0.0666
H -2.8879 -1.9468 0.4557 0.1003
H -2.5938 -1.4728 -1.2419 0.0897
H 0.6138 1.6731 0.7691 0.1739
H -1.4664 2.4723 -1.3551 0.1550
```

Results
* Kohn-Sham gap: 10.41 eV
* total charge: +1
* SMILES: C/C=C1/C[C@@]2(C)[C@H]3[N@@H+]1[C@]32O
* energy above the lowest of the compared OMol25 structures with the same formula, charge and spin: 4.067 eV
* HOMO level: -13.43 eV
* molar mass: 138.19 g/mol
* LUMO energy: -0.1109 Ha
* strongest force on any atom: 0.137 Eh/bohr

=====

Record 4
Entry from the OMol25 dataset: an isolated molecule of C5H8O2 (ωB97M-V/def2-TZVPD).

Geometry as XYZ:
```
15
Properties=species:S:1:pos:R:3:lowdin_charge:R:1
O -1.0112 -0.1900 -2.4136 -0.0558
C -0.2469 0.4102 -1.3879 -0.2271
C -0.1962 -0.5580 -0.1996 -0.1978
C 1.1043 -0.5231 0.6493 -0.1266
C 0.3874 0.2919 1.7571 -0.0758
C -0.9263 -0.0561 1.0568 -0.3752
O -2.0765 -0.0272 1.3923 0.1169
H -1.0447 0.4208 -3.1604 0.0910
H -0.6825 1.3757 -1.0804 0.1300
H 0.7808 0.6174 -1.7268 0.1186
H -0.5230 -1.5435 -0.5456 0.1527
H 1.3961 -1.5195 0.9909 0.1094
H 1.9711 -0.0510 0.1785 0.1049
H 0.5897 1.3676 1.6858 0.1206
H 0.4780 -0.0153 2.8036 0.1141
```

Results
* Kohn-Sham gap: 10.29 eV
* total charge: 0
* SMILES: O=C1CC[C@@H]1CO
* energy above the lowest of the compared OMol25 structures with the same formula, charge and spin: 1.365 eV
* HOMO level: -9.43 eV
* molar mass: 100.12 g/mol
* LUMO energy: 0.0318 Ha
* strongest force on any atom: 0.009 Eh/bohr

=====

Look up the strongest force on any atom of the first one.
0.073 Eh/bohr

=====

Among the records above, which one has the lowest Kohn-Sham gap?
C25H71Be2N5O12